{
  "formula": "C41H46F5KN9O2",
  "method": "wB97M-V/def2-TZVPD",
  "symbols": ["K", "F", "F", "F", "F", "F", "O", "O", "N", "N", "N", "N", "N", "N", "N", "N", "N", "C", "C", "C", "C", "C", "C", "C", "C", "C", "C", "C", "C", "C", "C", "C", "C", "C", "C", "C", "C", "C", "C", "C", "C", "C", "C", "C", "C", "C", "C", "C", "C", "C", "C", "C", "C", "C", "C", "C", "C", "C", "H", "H", "H", "H", "H", "H", "H", "H", "H", "H", "H", "H", "H", "H", "H", "H", "H", "H", "H", "H", "H", "H", "H", "H", "H", "H", "H", "H", "H", "H", "H", "H", "H", "H", "H", "H", "H", "H", "H", "H", "H", "H", "H", "H", "H", "H"],
  "positions_angstrom": [[-1.4573, -19.5790, -5.0435], [-6.3102, -22.1839, -7.0369], [-3.6393, -25.3900, -9.2081], [-4.2163, -21.3449, -5.5610], [-1.6096, -24.6849, -7.5914], [-6.1189, -24.0477, -8.9805], [-1.1024, -19.1837, -7.2718], [-1.6572, -22.3603, -6.0861], [-2.7166, -21.2771, -1.4060], [4.4979, -16.9624, -7.0588], [-1.0904, -16.8051, -3.5100], [-2.1709, -19.1500, -2.1867], [0.2056, -14.9729, -2.6384], [-2.1137, -18.7960, -9.3315], [3.6974, -21.4791, -4.3959], [0.3509, -15.6177, -4.9096], [-2.1283, -19.6407, 0.1720], [2.9737, -21.8629, -1.9482], [2.6122, -23.5126, -3.7069], [0.5510, -13.5789, -2.9102], [-0.2753, -16.1441, -6.1090], [0.1353, -15.3486, -1.2024], [1.9130, -24.0189, -1.4412], [2.3615, -22.4301, 0.3864], [-3.1895, -19.9270, 1.1298], [3.4006, -20.6075, -1.4252], [-3.1957, -17.9871, -8.7429], [-5.1067, -22.7147, -7.2919], [-2.8513, -17.9604, -2.2334], [-3.7532, -24.2441, -8.4553], [3.3643, -20.3476, -0.0870], [2.9427, -21.1798, -5.5105], [3.2454, -20.0952, -6.2858], [-2.0379, -18.8908, -10.7931], [-4.2808, -17.9599, -2.1155], [-3.1861, -21.7176, -2.7138], [1.8018, -15.3557, -5.0298], [-2.3477, -19.9879, -1.1652], [-2.2488, -22.3487, -0.4780], [-2.1950, -16.7659, -2.7552], [-5.0113, -16.7825, -2.1056], [2.8770, -21.2597, 0.8556], [5.2052, -19.6865, -4.9318], [-2.6351, -23.8233, -7.7117], [-1.1518, -19.2700, -8.5058], [2.3931, -22.7483, -0.9895], [-4.3381, -15.5640, -2.3233], [-0.2275, -15.8074, -3.6712], [-2.9898, -15.5606, -2.5698], [-4.0037, -22.2950, -6.5442], [-4.9970, -23.6404, -8.3066], [3.1155, -22.3106, -3.3393], [-1.2777, -18.5309, 0.5595], [4.3349, -19.2973, -5.9600], [4.4125, -18.0263, -6.5601], [4.8927, -20.8019, -4.1636], [-2.6434, -22.7248, -6.7502], [2.0554, -24.3707, -2.7865], [-4.1141, -18.1238, -9.3407], [-0.2599, -15.3600, -6.8853], [2.0779, -23.1585, 1.1247], [-1.3316, -19.6802, -11.0329], [-1.8218, -17.5864, 0.4382], [-0.2319, -14.4562, -0.6009], [-0.0182, -12.8922, -2.2303], [2.0006, -14.5814, -5.8187], [2.2544, -15.0466, -4.0672], [2.1125, -21.7658, -5.8323], [-2.3724, -22.0329, -3.4146], [-0.5224, -16.2579, -1.1331], [-3.7212, -20.8732, -3.1718], [-1.3080, -16.3778, -5.9104], [2.3223, -16.2700, -5.4209], [2.8293, -21.0627, 1.9178], [0.3642, -13.3579, -3.9581], [1.1263, -15.5974, -0.8192], [-2.8521, -20.5922, 1.9805], [3.7950, -19.8315, -2.1380], [-3.6180, -18.9505, 1.5161], [2.5770, -19.9251, -7.1265], [-3.8678, -22.5127, -2.5455], [-4.7311, -18.9089, -1.9009], [-6.0701, -16.7948, -1.8528], [-1.0072, -18.6290, 1.6250], [-4.0384, -20.4451, 0.6061], [5.5647, -21.0709, -3.3145], [3.7713, -19.4027, 0.2595], [-1.7126, -23.0897, -1.0876], [1.3801, -24.6545, -0.7440], [-0.3707, -18.4644, -0.0195], [1.5982, -13.4082, -2.6727], [0.1624, -17.0428, -6.5169], [-2.8919, -16.9046, -8.8122], [-1.6893, -17.9759, -11.2932], [1.7011, -25.3357, -3.1253], [6.0825, -19.1599, -4.6643], [-0.3779, -19.8480, -9.0802], [-3.0979, -22.7925, 0.0669], [-3.0258, -19.1373, -11.2224], [-1.5755, -21.9430, 0.2771], [-4.8463, -14.6405, -2.1991], [-2.3890, -14.6228, -2.6047], [-3.3469, -18.2876, -7.7305], [2.7747, -23.8668, -4.7320]],
  "forces_ev_per_a": [[-0.08, -0.55, 1.47], [-0.25, 0.22, 0.07], [-0.14, 0.96, 0.44], [-0.01, -0.36, -0.49], [0.43, 0.04, -0.59], [0.76, 0.17, 0.20], [-0.27, 0.62, -2.72], [0.49, 0.61, 0.49], [1.19, -0.24, 1.41], [-0.25, -0.85, 0.44], [2.62, 0.82, -1.02], [0.06, -2.05, 0.80], [-0.40, 0.14, -0.03], [-0.42, 0.51, 0.63], [-1.13, -2.76, 3.91], [0.50, 0.12, 0.91], [-0.57, -0.53, -0.15], [0.27, -0.06, 0.03], [0.46, -0.77, -1.11], [-0.18, -0.12, 0.78], [-0.32, 0.77, -0.11], [-0.85, 0.02, -0.74], [0.10, 0.30, -1.05], [0.46, 0.19, 0.23], [-0.96, -0.20, 0.30], [0.45, 0.46, -1.52], [0.61, 0.88, -1.60], [0.59, 0.50, 0.43], [-0.04, 1.53, -1.28], [1.00, -0.55, 0.20], [0.41, 1.05, 0.30], [-0.26, 1.81, -2.66], [-1.85, -2.66, 0.93], [-0.05, -0.14, 0.24], [1.47, 0.88, 0.85], [0.83, 1.37, -0.44], [0.42, -0.19, -0.85], [0.25, 1.11, -1.39], [-0.40, 0.33, -0.59], [-4.01, 0.35, 1.86], [0.20, 0.36, -0.15], [-0.50, -0.27, -0.39], [-0.85, -2.87, 2.30], [-1.15, -0.05, 0.35], [0.50, -0.91, -0.28], [-0.04, -1.20, -0.89], [-0.12, -1.15, 0.72], [-0.45, -1.23, 0.49], [2.20, -0.42, -0.42], [0.23, 0.52, -0.29], [-0.18, -0.50, 0.01], [0.82, 2.86, -0.74], [-0.58, 0.42, 0.14], [0.73, 3.25, -1.55], [0.56, 0.62, -0.24], [2.12, 2.80, -0.45], [-1.74, -1.09, -0.69], [-0.99, -0.40, 1.93], [0.39, -0.02, 0.36], [0.14, -0.27, 0.15], [-0.48, -0.42, -0.09], [-0.03, -0.12, -0.14], [0.07, 0.13, 0.08], [0.05, -1.24, -0.73], [0.12, -0.56, -0.66], [-0.27, -0.44, 0.81], [-0.39, -0.28, -0.68], [-0.30, -0.79, 0.38], [-0.51, 0.11, 0.61], [0.59, 1.15, 0.32], [0.16, -0.41, 0.08], [-0.37, 0.03, 0.22], [-0.36, 0.63, 0.51], [0.28, 0.21, 0.01], [-0.01, 0.14, 0.12], [0.11, -0.03, -0.09], [-0.28, 0.83, -0.74], [-0.37, -0.95, 0.87], [0.53, -1.05, -0.19], [0.31, 0.19, 0.02], [-0.61, -0.87, -0.06], [-0.32, -0.36, 0.05], [0.15, 0.00, -0.29], [-0.12, -0.14, -0.42], [0.86, 0.40, 0.51], [-0.90, -0.23, -0.91], [-0.12, 0.04, -0.03], [-0.22, 0.01, 0.34], [0.20, -0.15, 0.00], [0.23, -0.27, -0.34], [0.28, 0.16, -0.16], [0.56, -0.29, 0.09], [-0.46, -0.88, 0.30], [-0.07, 0.00, 0.42], [-0.05, -0.05, 0.05], [0.81, 0.53, -0.06], [-0.36, 0.41, 0.51], [0.22, -0.08, -0.38], [0.42, -0.04, 0.38], [0.04, 0.08, -0.28], [-0.44, 0.68, 0.03], [-0.83, -0.52, -0.42], [-0.13, -0.08, 0.62], [-0.20, 0.30, 0.38]],
  "e_above_lowest_ev": 2.124,
  "orbital_gap_ev": 3.4330,
  "charge": -1,
  "e_tot_ev": -90679.031
}